# 1
C4H11N3O2 | ωB97M-V/def2-TZVPD

Each line ends with the natural charge from an NBO analysis.
Geometry (Å):
C (-2.45421, -2.40839, 0.56254)  -0.729
C (-2.28263, -1.03293, 1.14389)  0.803
O (-2.27350, -0.04901, 0.44388)  -0.620
O (-2.01138, -0.99317, 2.44919)  -0.674
H (-1.48243, -2.82091, 0.27157)  0.251
H (-3.09912, -2.18535, -0.29679)  0.240
H (-2.99473, -3.14540, 1.16507)  0.232
C (2.82737, 0.31894, 0.31503)  -0.432
C (1.00438, 1.31592, -0.88055)  0.570
N (-0.31603, 1.69308, -0.82721)  -0.829
N (1.42357, 0.65411, 0.13738)  -0.576
N (1.75017, 1.47945, -2.06357)  -0.871
H (-0.67754, 1.44306, 0.07777)  0.424
H (-0.91775, 1.75053, -1.63029)  0.384
H (-1.93452, -0.07983, 2.75643)  0.498
H (2.66729, 1.85356, -1.91676)  0.400
H (1.15208, 1.70744, -2.83736)  0.384
H (3.48938, 0.50743, -0.53368)  0.156
H (2.82864, -0.75924, 0.46133)  0.196
H (3.30095, 0.75071, 1.20214)  0.191

Summary:
- SMILES string: CN=C(N)N.CC(=O)O
- HOMO energy: -8.11 eV
- Energy relative to the best compared isomer or geometry (same formula, charge and spin): 1.078 eV
- Kohn-Sham gap: 8.91 eV
- Electronic energy: -473.76316 a.u.

# 2
C4H11N3O2 | ωB97M-V/def2-TZVPD

Each line ends with the natural charge from an NBO analysis.
Geometry (Å):
C (1.88874, -0.34943, 2.57622)  -0.754
C (0.40685, -0.41590, 2.06008)  0.831
O (-0.49670, -1.13609, 2.00421)  -0.557
O (0.41231, 0.90085, 1.50252)  -0.788
H (1.70958, -0.70908, 3.63090)  0.246
H (2.62021, 0.49637, 2.38553)  0.265
H (2.31223, -1.33771, 2.38177)  0.232
C (-2.41789, 0.64754, -1.08736)  -0.437
C (-0.08513, 0.19776, -1.53029)  0.616
N (1.18452, 0.63629, -1.98981)  -0.849
N (-0.99256, 0.91860, -0.98259)  -0.594
N (-0.41073, -1.23339, -1.81026)  -0.889
H (2.01777, -0.10982, -2.02826)  0.384
H (1.61192, 1.52438, -1.52764)  0.417
H (-0.41548, 1.37182, 1.15649)  0.517
H (-0.93512, -1.80972, -1.12907)  0.414
H (0.30046, -1.60492, -2.34215)  0.366
H (-2.90674, 1.07262, -0.15262)  0.194
H (-2.85672, -0.34462, -1.34613)  0.184
H (-2.94752, 1.28445, -1.77153)  0.200

Summary:
- SMILES string: CN=C(N)N.CC(=O)O
- HOMO energy: -8.62 eV
- Energy relative to the best compared isomer or geometry (same formula, charge and spin): 3.102 eV
- Kohn-Sham gap: 9.25 eV
- Electronic energy: -473.68877 a.u.

# 3
C4H11N3O2 | ωB97M-V/def2-TZVPD

Each line ends with the natural charge from an NBO analysis.
Geometry (Å):
C (1.71854, 2.65580, 0.41795)  -0.421
C (1.74838, 0.55434, -0.64458)  0.573
N (2.29374, 1.68208, -0.49710)  -0.555
N (0.62412, 0.04981, 0.04624)  -0.854
N (2.27297, -0.33965, -1.55640)  -0.836
H (-1.39018, -2.55203, -1.29697)  0.501
H (2.20999, 2.56054, 1.38196)  0.200
H (0.64667, 2.50385, 0.62505)  0.139
H (0.03578, 0.84252, 0.25204)  0.377
H (0.22542, -0.67445, -0.53522)  0.391
H (3.13177, -0.10491, -2.01695)  0.402
H (2.10199, -1.32255, -1.44770)  0.375
H (1.77906, 3.62944, -0.05681)  0.203
C (-2.67502, -0.86795, 1.11850)  -0.732
C (-2.25113, -2.08052, 0.37652)  0.794
O (-1.59141, -1.76431, -0.77017)  -0.717
O (-2.56279, -3.20269, 0.63559)  -0.568
H (-3.05032, -1.10089, 2.09850)  0.243
H (-3.42308, -0.29435, 0.56532)  0.248
H (-1.84449, -0.17407, 1.30425)  0.237

Summary:
- SMILES string: CN=C(N)N.CC(=O)O
- HOMO energy: -8.66 eV
- Energy relative to the best compared isomer or geometry (same formula, charge and spin): 0.764 eV
- Kohn-Sham gap: 9.10 eV
- Electronic energy: -473.77468 a.u.

# 4
C4H11N3O2 | ωB97M-V/def2-TZVPD

Each line ends with the natural charge from an NBO analysis.
Geometry (Å):
C (0.77850, -4.42451, 0.02975)  -0.727
C (1.02879, -2.97153, 0.47537)  0.796
O (0.48357, -1.99548, -0.15518)  -0.850
O (1.68419, -2.87700, 1.47971)  -0.689
H (0.11189, -4.48352, -0.84794)  0.198
H (0.14406, -4.92324, 0.74777)  0.221
H (1.77306, -4.86777, -0.16410)  0.223
C (-2.06894, 2.78930, 0.30201)  -0.463
C (0.17608, 1.76022, -0.41515)  0.655
N (0.72652, 0.55221, -0.46054)  -0.785
N (-1.20205, 2.05118, -0.75276)  -0.610
N (0.86444, 2.85166, -0.04984)  -0.797
H (0.24443, -0.60435, -0.33828)  0.517
H (1.69707, 0.52201, -0.65339)  0.401
H (-1.56583, 1.07184, -0.85198)  0.395
H (0.34090, 3.80344, -0.18482)  0.423
H (1.81930, 2.82351, 0.27439)  0.422
H (-2.32927, 3.67783, -0.21881)  0.216
H (-1.62620, 2.71280, 1.29877)  0.221
H (-3.08052, 2.53138, 0.48503)  0.231

Summary:
- HOMO energy: -7.88 eV
- Energy relative to the best compared isomer or geometry (same formula, charge and spin): 2.774 eV
- Kohn-Sham gap: 7.95 eV
- Electronic energy: -473.70083 a.u.

# 5
C4H11N3O2 | ωB97M-V/def2-TZVPD

Each line ends with the natural charge from an NBO analysis.
Geometry (Å):
C (1.49326, -1.07871, -1.11721)  -0.648
C (0.97778, -0.47000, 0.17738)  0.509
O (2.07957, -0.06994, 0.92378)  -0.714
O (0.10643, -1.33814, 0.89922)  -0.561
H (1.76546, 0.34472, 1.74044)  0.489
H (2.26066, -1.80374, -0.86016)  0.236
H (0.69731, -1.59186, -1.65002)  0.205
H (1.92343, -0.29788, -1.73856)  0.226
C (-0.12425, 0.64300, 0.08628)  0.174
N (-0.58493, 0.98794, -1.23551)  -0.839
N (0.23541, 1.82054, 0.84385)  -0.844
N (-2.21592, -0.72179, 0.36538)  -0.834
C (-0.99749, -0.30661, 0.94055)  0.212
H (-1.49613, 1.43192, -1.18757)  0.369
H (-0.65716, 0.17811, -1.83763)  0.360
H (1.01554, 2.29304, 0.39701)  0.375
H (-0.53149, 2.48525, 0.83951)  0.363
H (-2.71924, -1.35691, 0.97290)  0.376
H (-2.06146, -1.18348, -0.52561)  0.362
H (-1.16679, 0.03453, 1.96596)  0.182

Summary:
- SMILES string: C[C@]1(O)O[C@H](N)C1(N)N
- HOMO energy: -9.57 eV
- Energy relative to the best compared isomer or geometry (same formula, charge and spin): 1.234 eV
- Kohn-Sham gap: 10.45 eV
- Electronic energy: -473.75741 a.u.

# 6
C4H11N3O2 | ωB97M-V/def2-TZVPD

Each line ends with the natural charge from an NBO analysis.
Geometry (Å):
C (-0.19098, 1.70246, -1.45157)  -0.417
C (0.51175, 2.26775, 0.81638)  0.598
N (0.53813, 2.18885, 2.08905)  -0.812
N (0.36646, 1.33574, -0.14983)  -0.603
N (0.60033, 3.67550, 0.36766)  -0.903
H (0.74022, 1.40940, 2.69615)  0.356
H (0.69706, -3.36683, 1.22285)  0.515
H (0.09767, 0.44372, 0.23196)  0.405
H (-0.22923, 4.12335, 0.73882)  0.371
H (1.36751, 4.23732, 0.70983)  0.385
H (-0.57426, 2.71952, -1.35887)  0.218
H (-0.95863, 0.97065, -1.74513)  0.206
H (0.42966, 1.74724, -2.33822)  0.193
C (-1.43013, -3.73218, -0.50230)  -0.738
C (-0.41587, -2.59833, -0.40971)  0.810
O (0.64060, -2.91235, 0.36869)  -0.738
O (-0.34930, -1.57199, -1.01527)  -0.562
H (-1.14954, -4.45283, 0.28796)  0.216
H (-1.33732, -4.15068, -1.49386)  0.251
H (-2.46176, -3.62290, -0.19883)  0.248

Summary:
- SMILES string: [H]/N=C(/N)NC.CC(=O)O
- HOMO energy: -8.08 eV
- Energy relative to the best compared isomer or geometry (same formula, charge and spin): 2.436 eV
- Kohn-Sham gap: 8.39 eV
- Electronic energy: -473.71323 a.u.